{"formula": "C13H32Al2BBrCl5F5N2O4", "method": "ωB97M-V/def2-TZVPD", "symbols": ["C", "C", "C", "C", "N", "B", "N", "C", "C", "C", "O", "H", "H", "H", "H", "H", "H", "H", "H", "H", "H", "H", "H", "H", "H", "H", "H", "H", "C", "O", "C", "C", "O", "C", "H", "H", "H", "H", "H", "H", "H", "H", "H", "H", "Al", "O", "H", "H", "F", "Al", "F", "F", "F", "C", "Cl", "Cl", "Cl", "H", "C", "Cl", "Cl", "H", "H", "Br", "F"], "xyz": [[2.628, -1.179, 0.468], [2.231, 0.376, 0.090], [1.104, 0.384, -1.101], [-0.351, 0.928, -0.575], [-1.080, -0.133, 0.276], [-2.560, 0.094, -0.083], [-3.497, -0.996, -0.572], [-3.898, -0.631, -1.984], [-4.680, -1.173, 0.353], [-5.437, -0.001, 1.215], [-5.163, -2.437, 0.490], [2.321, -1.467, 1.577], [3.813, -1.249, 0.346], [2.133, -1.976, -0.234], [3.196, 0.914, -0.347], [1.904, 0.967, 1.069], [1.445, 1.057, -2.012], [0.932, -0.705, -1.556], [-0.312, 1.902, 0.073], [-1.050, 1.070, -1.532], [-1.003, 0.138, 1.302], [-3.018, 1.199, -0.008], [-3.662, -1.466, -2.788], [-5.044, -0.335, -1.954], [-3.279, 0.346, -2.264], [-5.089, -0.074, 2.349], [-6.604, -0.197, 1.092], [-5.249, 1.089, 0.831], [-1.141, 6.328, -5.238], [-1.972, 6.319, -4.083], [-2.801, 5.154, -4.022], [-2.257, 4.139, -3.013], [-1.024, 3.569, -3.463], [0.102, 4.126, -2.793], [-0.417, 7.140, -5.134], [-0.596, 5.388, -5.352], [-1.748, 6.515, -6.130], [-2.915, 4.700, -5.015], [-3.790, 5.485, -3.689], [-2.973, 3.314, -2.923], [-2.142, 4.594, -2.022], [0.130, 3.772, -1.759], [0.082, 5.220, -2.807], [1.007, 3.788, -3.304], [2.496, -2.773, 2.394], [2.447, 3.690, -1.388], [2.025, 3.376, -0.575], [3.018, 2.953, -1.654], [1.206, -7.513, 4.572], [-0.204, -6.391, 4.569], [-0.949, -6.360, 6.208], [-1.420, -6.958, 3.368], [0.349, -4.735, 4.129], [4.512, -7.293, 4.511], [5.992, -8.256, 4.659], [4.753, -5.674, 5.187], [4.004, -7.190, 2.816], [3.721, -7.789, 5.078], [8.144, -4.669, 5.017], [8.264, -3.723, 6.506], [8.727, -3.744, 3.628], [8.748, -5.574, 5.121], [7.099, -4.940, 4.851], [-5.304, 5.198, -4.838], [-5.904, 2.367, 2.072]], "atomic_forces_ev_per_a": [[1.0, 0.9, -1.0], [0.1, -0.1, -0.6], [-0.8, 0.2, -0.2], [-0.4, -0.4, -0.3], [-0.7, 1.4, 0.2], [0.2, -1.3, 0.1], [-0.8, 1.0, 1.5], [-0.5, 0.9, -0.5], [-2.4, -6.5, 0.5], [-0.2, -0.4, -0.2], [2.9, 8.1, -1.0], [0.2, 3.6, -3.7], [-2.5, -0.3, 0.7], [0.8, 1.5, 1.4], [-1.9, -1.3, 1.2], [0.6, -1.3, -2.2], [-0.6, -1.2, 2.0], [0.4, 2.4, 1.2], [0.2, -1.4, -1.6], [1.7, 0.2, 1.9], [0.0, -0.4, -1.6], [0.2, 0.2, -0.1], [-0.6, 1.7, 1.9], [2.4, -0.6, -0.6], [-1.3, -1.8, 0.2], [-0.9, 0.1, -2.5], [2.7, 0.2, 0.6], [-0.1, -1.7, 0.8], [0.2, 0.4, -0.4], [-1.0, -1.7, 0.2], [3.4, 1.1, -1.5], [0.3, -1.3, 0.6], [-1.1, 0.9, 0.1], [0.2, -0.1, -0.2], [-0.3, -0.1, 0.1], [-0.1, -0.1, 0.1], [0.1, -0.1, 0.0], [0.5, -0.1, 0.3], [-1.5, 0.4, 1.0], [-0.1, 0.2, -0.1], [0.0, 0.1, -0.2], [-0.1, 0.1, -0.2], [0.0, 0.0, 0.0], [-0.4, 0.0, 0.1], [0.1, -3.8, 2.5], [0.4, -0.5, 0.4], [0.2, 0.2, -0.2], [-0.1, 0.3, 0.1], [-1.3, 1.5, 0.0], [-0.8, -0.7, 0.3], [1.1, 0.1, -2.2], [1.8, 0.9, 1.5], [-0.1, -1.3, 0.1], [-0.3, -0.3, -0.1], [-0.1, 0.1, 0.0], [-0.2, -0.1, 0.0], [0.1, 0.0, 0.2], [0.1, 0.2, -0.2], [-0.1, -0.4, 0.1], [-0.1, -0.1, 0.0], [0.0, 0.0, -0.1], [-0.1, 0.3, 0.0], [0.4, 0.2, 0.0], [-0.5, 0.1, 0.0], [0.2, 0.0, -0.3]], "gap_ev": 1.9, "fmax_ev_per_a": 8.63, "charge": 0, "homo_energy_ev": -8.45}

{"formula": "C13H32O9PtSSbSi3", "method": "ωB97M-V/def2-TZVPD", "symbols": ["Pt", "O", "C", "O", "C", "O", "C", "C", "O", "O", "H", "H", "H", "H", "H", "O", "S", "O", "O", "O", "C", "Si", "C", "C", "Sb", "Si", "C", "C", "C", "Si", "C", "C", "C", "H", "H", "H", "H", "H", "H", "H", "H", "H", "H", "H", "H", "H", "H", "H", "H", "H", "H", "H", "H", "H", "H", "H", "H", "H", "H", "H"], "xyz": [[0.137, 0.265, 0.584], [-1.164, 2.492, 4.830], [-1.025, 1.996, 3.603], [-1.568, 1.000, 3.200], [-0.134, 2.884, 2.743], [0.706, 2.144, 1.877], [1.856, 1.553, 2.514], [1.528, 0.145, 3.021], [1.812, -0.220, 4.134], [0.962, -0.644, 2.132], [-1.783, 1.934, 5.328], [0.459, 3.548, 3.374], [-0.784, 3.490, 2.110], [2.213, 2.174, 3.334], [2.621, 1.491, 1.738], [0.466, 2.847, -2.743], [0.766, 1.763, -1.883], [0.981, 0.482, -2.669], [1.751, 1.891, -0.858], [-0.584, 1.371, -1.100], [-3.235, 0.947, -0.199], [-2.284, 1.671, -1.622], [-2.461, 0.778, -3.239], [-2.529, 3.503, -1.712], [-1.181, -1.765, 0.210], [-0.716, -3.456, 2.176], [-1.608, -4.955, 1.495], [-1.655, -2.661, 3.580], [1.062, -3.831, 2.553], [2.488, -0.094, -3.382], [3.218, -1.188, -2.073], [3.507, 1.406, -3.753], [1.879, -1.000, -4.876], [-4.126, 1.557, -0.033], [-2.664, 0.957, 0.733], [-3.569, -0.069, -0.403], [-3.169, 1.306, -3.880], [-2.825, -0.240, -3.097], [-1.512, 0.728, -3.773], [-3.553, 3.703, -2.036], [-1.853, 3.979, -2.416], [-2.398, 3.970, -0.735], [-2.681, -4.789, 1.401], [-1.462, -5.797, 2.177], [-1.223, -5.260, 0.521], [-2.720, -2.573, 3.366], [-1.260, -1.673, 3.824], [-1.546, -3.297, 4.462], [1.508, -4.442, 1.768], [1.101, -4.406, 3.481], [1.653, -2.924, 2.686], [3.132, -0.718, -1.092], [4.278, -1.363, -2.266], [2.725, -2.161, -2.036], [3.841, 1.904, -2.843], [2.958, 2.126, -4.361], [4.397, 1.110, -4.314], [1.030, -1.638, -4.624], [2.666, -1.641, -5.276], [1.570, -0.313, -5.664]], "atomic_forces_ev_per_a": [[-0.2, -0.2, 0.5], [0.0, 0.0, -0.1], [-0.1, 0.0, 0.0], [0.1, 0.0, 0.0], [-0.1, 0.0, 0.1], [0.3, 0.1, -0.2], [-0.1, 0.0, 0.2], [0.2, 0.2, 0.3], [0.0, 0.0, -0.2], [-0.4, -0.1, -0.3], [0.0, 0.0, 0.0], [0.0, 0.0, 0.0], [0.0, 0.0, 0.0], [-0.1, 0.0, 0.0], [0.0, 0.0, 0.0], [-0.1, 0.2, -0.1], [-0.3, 0.0, -0.1], [0.0, -0.2, -0.3], [0.2, 0.1, 0.1], [-0.1, -0.1, 0.1], [-0.1, 0.1, 0.0], [0.1, 0.1, 0.0], [0.0, 0.0, 0.1], [0.1, -0.1, 0.1], [0.2, -0.1, -0.2], [0.0, 0.1, 0.0], [0.1, 0.0, 0.1], [0.1, 0.1, 0.0], [0.1, 0.1, -0.1], [0.0, 0.0, 0.0], [0.0, 0.0, 0.0], [0.0, -0.1, 0.0], [0.0, 0.0, 0.1], [-0.1, 0.0, 0.0], [0.0, 0.1, 0.0], [0.0, 0.0, 0.0], [0.0, 0.0, 0.0], [0.0, 0.0, 0.0], [0.0, 0.0, 0.0], [0.0, 0.0, 0.0], [0.1, 0.0, -0.1], [0.0, 0.0, 0.0], [0.0, 0.0, 0.0], [0.0, 0.0, 0.0], [0.0, 0.0, 0.0], [0.0, 0.0, 0.0], [0.0, 0.0, 0.0], [0.0, 0.0, 0.0], [0.0, 0.0, 0.0], [0.0, 0.0, 0.0], [-0.1, -0.1, 0.0], [0.0, 0.0, 0.0], [0.0, 0.0, 0.0], [0.0, 0.0, 0.0], [0.0, 0.0, 0.0], [0.0, 0.0, 0.0], [0.0, 0.0, 0.0], [0.0, 0.0, 0.0], [0.0, 0.0, 0.0], [0.0, 0.0, 0.0]], "gap_ev": [6.2, 6.2], "fmax_ev_per_a": 0.56, "relative_energy_kcal_mol": 11.5, "charge": 1, "homo_energy_ev": [-11.51, -11.51]}

{"formula": "C13H33InN3O4S", "method": "ωB97M-V/def2-TZVPD", "symbols": ["C", "O", "C", "C", "C", "In", "S", "H", "H", "H", "H", "H", "H", "H", "H", "H", "H", "H", "H", "C", "O", "N", "C", "C", "H", "H", "H", "H", "H", "H", "H", "C", "O", "N", "C", "C", "H", "H", "H", "H", "H", "H", "H", "C", "O", "N", "C", "C", "H", "H", "H", "H", "H", "H", "H"], "xyz": [[-2.856, 4.573, 3.155], [-1.817, 3.895, 2.502], [-1.489, 2.634, 3.089], [-0.462, 1.943, 2.229], [0.236, 0.759, 2.903], [-0.885, -0.612, 4.233], [-1.051, -2.851, 3.061], [-2.978, 4.237, 4.189], [-3.812, 4.425, 2.638], [-2.628, 5.641, 3.167], [-1.090, 2.797, 4.098], [-2.396, 2.028, 3.183], [0.278, 2.702, 1.954], [-0.933, 1.616, 1.294], [1.046, 1.150, 3.524], [0.705, 0.167, 2.118], [-2.491, -0.070, 4.735], [0.080, -0.937, 5.679], [-2.347, -2.868, 2.745], [1.822, 1.330, -0.717], [2.385, 1.375, 0.356], [1.587, 0.212, -1.430], [0.804, 0.270, -2.641], [2.087, -1.052, -0.921], [1.379, 2.229, -1.186], [-0.099, -0.336, -2.560], [1.369, -0.041, -3.524], [0.498, 1.307, -2.780], [1.690, -1.243, 0.077], [3.175, -1.040, -0.858], [1.775, -1.848, -1.591], [3.057, -4.025, -2.836], [3.745, -3.200, -3.406], [3.532, -5.161, -2.287], [2.671, -6.105, -1.609], [4.956, -5.421, -2.375], [1.967, -3.914, -2.712], [2.962, -6.224, -0.563], [2.702, -7.084, -2.091], [1.647, -5.737, -1.635], [5.526, -4.625, -1.895], [5.278, -5.476, -3.416], [5.169, -6.366, -1.880], [-2.199, 1.369, -1.218], [-2.298, 0.380, -1.923], [-2.973, 2.467, -1.318], [-2.801, 3.600, -0.431], [-4.004, 2.494, -2.336], [-1.449, 1.443, -0.413], [-3.709, 3.787, 0.148], [-2.556, 4.505, -0.991], [-1.990, 3.393, 0.267], [-4.712, 1.676, -2.195], [-3.571, 2.386, -3.332], [-4.532, 3.443, -2.273]], "atomic_forces_ev_per_a": [[-0.1, 0.0, 0.1], [0.2, 0.2, 0.0], [-0.2, -0.1, 0.0], [0.2, 0.0, -0.1], [-0.3, 0.1, 0.0], [0.0, 0.1, 0.2], [0.2, -0.1, -0.1], [0.0, 0.0, 0.0], [0.0, 0.0, 0.0], [0.0, 0.0, 0.0], [0.0, 0.0, 0.0], [0.0, 0.0, 0.1], [0.0, 0.0, -0.2], [0.0, 0.0, 0.3], [0.1, 0.0, 0.0], [0.1, -0.1, 0.1], [-0.1, 0.0, -0.1], [0.1, 0.0, 0.0], [-0.1, 0.1, 0.0], [-0.5, 0.1, 0.2], [0.4, 0.0, 0.0], [0.2, 0.1, -0.1], [-0.1, 0.0, -0.1], [-0.1, 0.0, 0.1], [0.1, 0.0, 0.0], [0.0, 0.0, 0.0], [0.1, 0.0, 0.1], [-0.1, 0.0, -0.1], [0.0, 0.0, 0.0], [0.0, 0.0, 0.0], [0.0, 0.0, 0.0], [0.0, 0.1, 0.0], [0.0, 0.0, 0.0], [0.1, -0.1, 0.0], [0.0, 0.0, 0.0], [0.0, 0.0, 0.0], [0.0, 0.0, 0.0], [0.0, 0.0, 0.0], [0.0, 0.0, 0.0], [0.0, 0.0, 0.0], [0.0, 0.0, 0.0], [0.0, 0.0, 0.0], [0.0, 0.0, 0.0], [0.2, -0.1, 0.2], [-0.2, 0.1, -0.2], [-0.1, 0.0, -0.2], [0.1, -0.1, 0.0], [0.0, 0.0, 0.0], [-0.1, 0.0, -0.2], [0.0, 0.0, 0.0], [0.0, 0.0, 0.0], [-0.1, 0.1, 0.0], [0.0, 0.0, 0.0], [0.0, 0.0, 0.0], [0.0, 0.0, 0.0]], "gap_ev": 6.7, "fmax_ev_per_a": 0.52, "charge": -1, "homo_energy_ev": -4.28}

Number 1: molar mass 697.344 g/mol. Number 2: molar mass 765.553 g/mol. Number 3: molar mass 442.309 g/mol.